[1]
Here is an isolated molecule of C10H9FN2OS at a distorted geometry from the OMol25 dataset. Energies are from ωB97M-V with the def2-TZVPD basis set.

Atoms and positions in Å:
C1 -1.60 1.45 -1.73
C2 -2.14 2.30 -0.81
C3 -0.87 0.40 -1.28
C4 -1.74 2.34 0.53
C5 -0.52 0.34 0.05
C6 -0.92 1.36 0.97
C7 2.68 0.20 -0.72
C8 0.01 -2.77 1.64
C9 0.10 -1.43 1.68
C10 0.40 -0.69 0.45
N1 1.76 -0.70 -1.46
N2 1.07 -1.47 -0.46
O1 3.63 0.64 -1.32
F1 -0.48 1.39 2.28
S1 2.27 0.37 0.95
H1 -1.84 1.52 -2.75
H2 -2.69 3.18 -0.98
H3 -0.63 -0.24 -2.09
H4 -2.10 3.03 1.31
H5 -0.12 -3.43 2.45
H6 -0.16 -3.38 0.80
H7 -0.03 -0.98 2.58
H8 2.25 -1.28 -2.13
H9 1.68 -2.13 0.03

Values from the calculation:
2S+1 ... 1
LUMO level ... -0.011 hartree
Net charge ... 0

natural (NBO) population analysis, charges in e, atoms 1 to 6: C -0.21; C -0.18; C -0.15; C -0.28; C -0.20; C 0.44

[2]
Here is an isolated molecule of C10H9N3P2 at a distorted geometry from the OMol25 dataset. Energies are from ωB97M-V with the def2-TZVPD basis set.

Atoms and positions in Å:
C1 -1.36 -2.36 0.86
C2 -3.60 0.63 0.56
C3 -2.67 1.66 0.54
C4 -3.13 -0.65 0.60
C5 -1.33 1.39 0.55
C6 -1.79 -1.00 0.72
C7 -0.91 0.07 0.65
C8 4.71 1.37 0.13
C9 2.75 -0.35 0.13
C10 1.10 -2.17 -1.24
N1 -1.14 -3.51 0.91
N2 0.45 -0.09 0.61
N3 1.25 0.90 0.82
P1 4.36 -0.15 0.67
P2 1.46 -1.55 0.44
H1 -4.61 0.99 0.34
H2 -3.15 2.61 0.63
H3 -3.73 -1.56 0.40
H4 -0.72 2.38 0.68
H5 5.66 1.86 0.34
H6 3.91 1.94 -0.35
H7 1.88 -2.87 -1.49
H8 0.23 -2.70 -1.20
H9 1.10 -1.36 -1.94

Values from the calculation:
Expectation value of S² ... 2.12
2S+1 ... 3
LUMO level (alpha / beta) ... -0.025 / -0.058 hartree
Net charge ... 0

natural (NBO) population analysis, charges in e, atoms 1 to 6: C 0.26; C -0.25; C -0.15; C -0.12; C -0.26; C -0.26

[3]
Here is a structure of composition C10H9NO2 at a distorted geometry from the OMol25 dataset. Energies are from ωB97M-V with the def2-TZVPD basis set.

Atoms and positions in Å:
C1 1.95 -1.72 -0.21
C2 0.84 -1.84 0.62
C3 1.84 -1.03 -1.38
C4 -0.43 -1.37 0.19
C5 0.63 -0.62 -1.87
C6 -0.49 -0.77 -1.04
C7 -1.62 2.12 -0.94
C8 -1.68 -0.24 -1.57
C9 -1.97 1.94 0.58
C10 -0.45 1.60 0.58
N1 -0.18 1.92 -0.64
O1 -2.11 0.92 -1.65
O2 0.36 1.21 1.54
H1 2.87 -1.83 0.17
H2 0.72 -2.38 1.63
H3 2.72 -0.98 -1.95
H4 -1.15 -1.23 0.92
H5 0.43 -0.12 -2.77
H6 -1.94 2.99 -1.60
H7 -2.28 2.88 0.93
H8 -2.60 1.14 0.84
H9 1.02 0.57 1.12

Values from the calculation:
2S+1 ... 1
LUMO level ... 0.028 hartree
Net charge ... 0

natural (NBO) population analysis, charges in e, atoms 1 to 6: C -0.28; C -0.20; C -0.19; C -0.26; C -0.19; C -0.19

[4]
Here is a cluster of 21 separate species, C118H136BrN2O38 in total at a distorted geometry from the OMol25 dataset. Energies are from ωB97M-V with the def2-TZVPD basis set.

Atoms and positions in Å:
C1 -0.75 4.09 3.92
N1 0.37 4.50 3.03
C2 0.09 4.06 1.65
C3 0.48 5.98 3.10
C4 1.64 3.77 3.43
C5 2.26 4.16 4.73
O1 1.36 4.01 5.85
H1 -0.61 3.04 4.06
H2 -1.76 4.24 3.53
H3 -0.57 4.53 4.95
H4 0.86 4.40 1.05
H5 -0.86 4.58 1.29
H6 -0.11 2.93 1.62
H7 1.36 6.32 2.61
H8 0.41 6.22 4.20
H9 -0.44 6.34 2.61
H10 2.40 3.83 2.64
H11 1.36 2.67 3.42
H12 2.50 5.16 4.78
H13 3.15 3.60 4.95
H14 1.40 3.02 6.10
C6 -1.33 -2.03 -1.37
N2 -1.15 -0.86 -2.28
C7 -0.19 -1.10 -3.48
C8 -2.46 -0.49 -2.88
C9 -0.76 0.46 -1.56
C10 0.60 0.35 -1.02
O2 1.03 1.63 -0.64
H15 -1.64 -2.87 -1.94
H16 -2.13 -1.89 -0.65
H17 -0.37 -2.30 -0.82
H18 0.06 -0.11 -3.82
H19 -0.63 -1.82 -4.17
H20 0.67 -1.59 -3.03
H21 -2.38 0.41 -3.45
H22 -3.15 -0.37 -2.04
H23 -2.83 -1.34 -3.36
H24 -1.57 0.56 -0.80
H25 -0.88 1.23 -2.28
H26 1.33 -0.09 -1.69
H27 0.67 -0.32 -0.14
H28 1.51 1.65 0.24
Br1 2.22 0.66 2.31
C11 2.06 6.01 -2.43
C12 2.28 6.05 -3.82
C13 3.15 5.09 -4.30
C14 3.74 4.11 -3.52
C15 3.54 4.13 -2.16
C16 2.68 5.07 -1.61
O3 2.42 5.11 -0.25
O4 3.51 5.10 -5.65
H29 1.37 6.71 -1.98
H30 1.99 6.80 -4.51
H31 4.36 3.44 -4.02
H32 3.98 3.48 -1.47
H33 2.96 4.42 0.19
H34 3.01 5.77 -6.13
C17 3.59 0.71 -4.44
C18 4.73 -0.03 -4.25
C19 5.88 -0.02 -5.03
C20 5.87 0.79 -6.14
C21 4.76 1.53 -6.38
C22 3.63 1.48 -5.59
O5 2.50 2.28 -5.99
O6 6.88 -0.90 -4.97
H35 2.77 0.66 -3.69
H36 4.80 -0.68 -3.37
H37 6.65 0.79 -6.89
H38 4.75 2.15 -7.25
H39 2.78 3.21 -5.93
H40 6.74 -1.70 -4.49
C23 -4.85 0.50 6.86
C24 -3.46 0.55 6.51
C25 -2.80 1.73 6.58
C26 -3.47 2.84 7.06
C27 -4.84 2.89 7.33
C28 -5.50 1.64 7.25
O7 -6.85 1.65 7.50
O8 -1.49 1.99 6.16
H41 -5.41 -0.44 6.95
H42 -2.96 -0.32 6.08
H43 -2.97 3.73 7.10
H44 -5.35 3.81 7.57
H45 -7.23 0.78 7.59
H46 -1.08 1.12 5.99
C29 4.84 -5.97 5.46
C30 4.01 -5.22 4.60
C31 2.87 -4.51 5.06
C32 2.58 -4.55 6.39
C33 3.36 -5.36 7.28
C34 4.51 -6.06 6.81
O9 5.32 -6.73 7.68
O10 2.16 -3.79 4.08
H47 5.78 -6.42 5.15
H48 4.21 -5.13 3.53
H49 1.73 -4.01 6.80
H50 3.23 -5.30 8.32
H51 6.06 -7.16 7.25
H52 1.50 -3.25 4.49
C35 -9.41 1.25 2.67
C36 -9.42 1.97 3.89
C37 -8.31 2.28 4.56
C38 -7.08 1.86 4.07
C39 -6.99 1.07 2.93
C40 -8.14 0.89 2.20
O11 -7.97 -0.04 1.13
O12 -8.36 3.03 5.69
H53 -10.35 1.01 2.15
H54 -10.35 2.26 4.39
H55 -6.16 2.00 4.59
H56 -6.04 0.65 2.64
H57 -8.77 0.11 0.54
H58 -7.77 2.68 6.41
C41 1.52 -4.43 -1.84
C42 1.99 -3.53 -0.90
C43 2.02 -3.86 0.45
C44 1.49 -5.08 0.94
C45 0.97 -5.94 -0.05
C46 1.09 -5.67 -1.40
O13 0.71 -6.65 -2.37
O14 2.79 -3.05 1.23
H59 1.64 -4.21 -2.88
H60 2.38 -2.56 -1.15
H61 1.51 -5.17 2.07
H62 0.44 -6.81 0.22
H63 0.43 -6.09 -3.15
H64 2.64 -3.24 2.15
C47 -3.52 1.07 -7.44
C48 -4.85 1.42 -7.68
C49 -5.88 0.80 -6.99
C50 -5.55 -0.26 -6.11
C51 -4.25 -0.53 -5.82
C52 -3.20 0.08 -6.55
O15 -1.90 -0.24 -6.16
O16 -7.21 1.09 -7.20
H65 -2.79 1.62 -7.92
H66 -5.06 2.24 -8.38
H67 -6.38 -0.85 -5.70
H68 -4.05 -1.29 -5.05
H69 -1.33 0.56 -6.22
H70 -7.71 0.58 -6.51
C53 -6.99 2.55 -4.04
C54 -6.39 1.64 -3.23
C55 -6.56 1.72 -1.87
C56 -7.33 2.65 -1.34
C57 -7.96 3.62 -2.08
C58 -7.76 3.61 -3.43
O17 -8.39 4.61 -4.20
O18 -5.99 0.67 -1.17
H71 -6.94 2.48 -5.09
H72 -5.66 0.92 -3.61
H73 -7.41 2.80 -0.25
H74 -8.59 4.41 -1.68
H75 -8.17 4.43 -5.10
H76 -6.60 0.35 -0.46
C59 -3.15 1.45 3.30
C60 -3.26 0.58 2.18
C61 -3.77 1.11 1.00
C62 -4.41 2.32 0.85
C63 -4.38 3.20 1.97
C64 -3.75 2.73 3.15
O19 -3.58 3.65 4.15
O20 -3.80 0.34 -0.10
H77 -2.43 1.16 4.06
H78 -2.80 -0.41 2.15
H79 -4.86 2.60 -0.07
H80 -4.87 4.14 2.01
H81 -3.33 3.18 4.96
H82 -4.57 0.67 -0.66
C65 5.48 2.85 3.04
C66 6.44 3.23 3.98
C67 7.01 4.49 3.84
C68 6.65 5.37 2.81
C69 5.65 4.99 1.96
C70 5.12 3.67 2.04
O21 4.07 3.36 1.16
O22 7.97 4.79 4.84
H83 4.93 1.97 3.23
H84 6.68 2.77 4.93
H85 7.06 6.33 2.70
H86 5.31 5.60 1.16
H87 3.70 2.51 1.48
H88 8.27 5.66 4.84
C71 -0.20 3.03 -3.52
C72 -0.83 3.65 -2.49
C73 -2.27 3.75 -2.51
C74 -2.96 3.21 -3.59
C75 -2.33 2.68 -4.70
C76 -0.93 2.51 -4.60
O23 -0.41 1.68 -5.55
O24 -2.93 4.40 -1.49
H89 0.87 2.80 -3.41
H90 -0.27 4.14 -1.73
H91 -4.03 3.44 -3.64
H92 -2.88 2.23 -5.56
H93 0.56 1.63 -5.61
H94 -2.21 4.75 -0.92
C77 6.47 -4.03 0.08
C78 6.23 -3.45 -1.14
C79 5.58 -3.98 -2.22
C80 5.09 -5.30 -2.18
C81 5.17 -5.86 -0.89
C82 5.86 -5.29 0.19
O25 6.04 -6.02 1.35
O26 5.49 -3.07 -3.34
H95 7.02 -3.50 0.86
H96 6.64 -2.49 -1.42
H97 4.52 -5.82 -2.98
H98 4.77 -6.84 -0.81
H99 5.76 -6.92 1.10
H100 4.76 -3.39 -3.89
C83 6.03 0.24 -0.52
C84 7.23 0.49 0.12
C85 7.42 -0.02 1.36
C86 6.40 -0.78 2.01
C87 5.16 -0.86 1.38
C88 5.02 -0.47 0.06
O27 3.77 -0.61 -0.51
O28 8.57 0.22 2.11
H101 5.90 0.51 -1.54
H102 8.00 1.03 -0.46
H103 6.59 -1.23 2.93
H104 4.38 -1.38 1.88
H105 3.40 -1.42 -0.11
H106 9.02 0.99 1.77
C89 -0.61 -2.13 5.57
C90 -0.75 -3.52 5.44
C91 -0.84 -4.15 4.22
C92 -0.71 -3.48 3.00
C93 -0.53 -2.08 3.15
C94 -0.55 -1.42 4.36
O29 -0.43 -0.03 4.45
O30 -0.97 -5.46 4.15
H107 -0.58 -1.68 6.59
H108 -0.72 -4.20 6.32
H109 -0.67 -3.95 2.08
H110 -0.28 -1.53 2.27
H111 0.33 0.17 3.91
H112 -0.74 -5.90 4.97
C95 2.11 0.02 -8.53
C96 1.13 0.32 -9.47
C97 0.32 -0.65 -10.01
C98 0.64 -1.94 -9.60
C99 1.65 -2.32 -8.74
C100 2.40 -1.34 -8.20
O31 3.47 -1.70 -7.43
O32 -0.78 -0.42 -10.83
H113 2.55 0.84 -8.01
H114 0.94 1.28 -9.77
H115 -0.01 -2.74 -9.81
H116 1.90 -3.36 -8.53
H117 4.01 -0.91 -7.15
H118 -1.30 -1.20 -10.94
C101 -3.60 -4.11 1.35
C102 -3.74 -4.63 2.67
C103 -4.56 -3.96 3.59
C104 -5.26 -2.85 3.20
C105 -5.23 -2.44 1.89
C106 -4.41 -3.08 0.93
O33 -4.40 -2.61 -0.40
O34 -4.50 -4.40 4.89
H119 -2.99 -4.70 0.65
H120 -3.18 -5.49 3.00
H121 -5.85 -2.15 3.86
H122 -5.83 -1.62 1.58
H123 -4.32 -1.64 -0.28
H124 -5.19 -3.95 5.47
C107 -3.37 -4.64 -4.98
C108 -2.13 -5.08 -4.62
C109 -1.03 -4.80 -5.43
C110 -1.20 -4.10 -6.65
C111 -2.44 -3.68 -7.01
C112 -3.55 -4.05 -6.28
O35 -4.76 -3.58 -6.61
O36 0.24 -5.18 -4.92
H125 -4.35 -4.68 -4.44
H126 -1.95 -5.45 -3.61
H127 -0.36 -3.59 -7.01
H128 -2.49 -3.12 -7.96
H129 -4.66 -2.73 -7.09
H130 0.67 -5.84 -5.46
C113 4.98 -1.49 5.96
C114 3.87 -0.84 5.45
C115 3.35 0.27 6.06
C116 3.74 0.60 7.37
C117 4.90 -0.01 7.86
C118 5.49 -1.08 7.15
O37 6.69 -1.54 7.70
O38 2.33 1.06 5.52
H131 5.36 -2.33 5.41
H132 3.45 -1.34 4.51
H133 3.34 1.36 7.97
H134 5.49 0.26 8.69
H135 6.87 -2.36 7.27
H136 2.17 0.83 4.57

Values from the calculation:
2S+1 ... 1
LUMO level ... -0.050 hartree
Net charge ... +1

Löwdin population analysis, charges in e, atoms 1 to 6: C -0.01; N -0.34; C 0.00; C 0.04; C -0.14; C -0.20

[5]
Here is an isolated molecule of C11H10 at a distorted geometry from the OMol25 dataset. Energies are from ωB97M-V with the def2-TZVPD basis set.

Atoms and positions in Å:
C1 -1.36 2.10 -1.17
C2 1.40 1.09 0.72
C3 -0.62 1.19 -1.89
C4 1.46 1.36 -0.64
C5 -0.45 -1.89 2.08
C6 -0.69 -2.52 0.79
C7 0.29 -0.77 2.14
C8 -0.24 -1.85 -0.37
C9 0.62 -0.07 0.97
C10 0.29 -0.60 -0.29
C11 0.62 0.39 -1.35
H1 -1.12 2.34 -0.08
H2 -2.17 2.61 -1.53
H3 1.83 1.74 1.53
H4 -1.07 0.94 -2.86
H5 1.97 2.11 -1.27
H6 -0.66 -2.36 3.05
H7 -1.43 -3.41 0.77
H8 0.73 -0.31 3.01
H9 -0.54 -2.10 -1.42
H10 1.13 0.02 -2.19

Values from the calculation:
2S+1 ... 1
LUMO level ... 0.025 hartree
Net charge ... 0

natural (NBO) population analysis, charges in e, atoms 1 to 6: C -0.37; C -0.22; C -0.16; C -0.14; C -0.21; C -0.22

[6]
Here is an isolated molecule of C11H10 at a distorted geometry from the OMol25 dataset. Energies are from ωB97M-V with the def2-TZVPD basis set.

Atoms and positions in Å:
C1 -2.25 -3.14 0.11
C2 -3.57 2.12 -0.01
C3 -1.60 -2.14 -0.04
C4 -2.74 1.26 0.02
C5 1.71 0.54 0.03
C6 1.11 -0.13 1.28
C7 0.98 0.28 -1.32
C8 -0.39 -0.17 1.21
C9 -0.45 0.01 -1.11
C10 -0.81 -0.97 0.00
C11 -1.15 0.45 0.08
H1 -2.71 -4.10 0.30
H2 -4.42 2.61 -0.29
H3 1.74 1.65 0.22
H4 2.74 0.18 -0.10
H5 1.38 -1.15 1.34
H6 1.69 0.28 2.21
H7 0.98 1.05 -2.02
H8 1.49 -0.47 -1.91
H9 -0.94 -0.32 2.03
H10 -1.03 -0.10 -1.94

Values from the calculation:
2S+1 ... 1
LUMO level ... 0.033 hartree
Net charge ... 0

natural (NBO) population analysis, charges in e, atoms 1 to 6: C -0.23; C -0.28; C -0.01; C 0.00; C -0.40; C -0.40

[7]
Here is a structure of composition C11H10BrF3O3RhS at a distorted geometry from the OMol25 dataset. Energies are from ωB97M-V with the def2-TZVPD basis set.

Atoms and positions in Å:
C1 2.41 0.59 0.72
C2 2.09 1.77 1.47
C3 1.41 1.38 2.67
H1 2.30 2.81 1.22
C4 1.42 -0.07 2.71
C5 2.01 -0.54 1.49
H2 2.09 -1.59 1.23
H3 2.92 0.59 -0.23
H4 1.12 2.04 3.49
H5 1.01 -0.63 3.54
Rh1 0.43 0.64 1.09
Br1 -0.35 -0.13 -1.21
C6 -0.85 -2.48 -2.99
C7 0.09 -3.42 -2.47
C8 1.40 -3.01 -2.89
H6 -0.15 -4.35 -2.00
C9 1.27 -1.82 -3.67
C10 -0.12 -1.48 -3.74
H7 -0.56 -0.70 -4.35
H8 -1.93 -2.57 -2.96
H9 2.31 -3.59 -2.78
H10 2.05 -1.34 -4.24
F1 -4.56 2.22 2.48
C11 -3.68 2.34 1.46
F2 -3.94 1.40 0.54
F3 -3.83 3.56 0.90
S1 -1.89 2.15 2.06
O1 -1.82 2.97 3.26
O2 -1.65 0.68 2.26
O3 -1.02 2.57 0.93

Values from the calculation:
Expectation value of S² ... 6.03
2S+1 ... 5
LUMO level (alpha / beta) ... 0.124 / 0.047 hartree
Net charge ... -1

Löwdin population analysis, charges in e, atoms 1 to 6: C -0.28; C -0.22; C -0.27; H 0.11; C -0.23; C -0.27

[8]
Here is a structure of composition C11H10CsN4O4Te4 from the OMol25 dataset. Energies are from ωB97M-V with the def2-TZVPD basis set.

Atoms and positions in Å:
Cs1 -0.06 0.05 -1.24
O1 0.04 -3.88 0.70
C1 -0.77 -3.25 -0.13
O2 -0.62 -3.15 -1.32
C2 -1.92 -2.56 0.59
C3 -2.15 -2.75 1.94
C4 -3.13 -1.99 2.55
C5 -3.81 -1.04 1.80
C6 -3.50 -0.93 0.45
N1 -2.58 -1.68 -0.14
C7 -4.13 0.11 -0.45
O3 -5.42 0.42 -0.17
O4 -3.56 0.64 -1.35
H1 0.96 -3.84 0.33
H2 -1.55 -3.45 2.50
H3 -3.32 -2.08 3.61
H4 -4.53 -0.38 2.27
H5 -5.76 -0.17 0.52
Te1 2.94 -2.41 -0.28
Te2 2.92 -1.18 2.15
Te3 0.46 -0.07 2.48
Te4 0.64 2.43 1.48
N2 4.36 2.09 0.26
C8 3.69 2.43 -0.89
C9 3.13 1.43 -1.71
N3 2.44 1.73 -2.80
C10 2.34 3.03 -3.12
C11 2.94 3.99 -2.34
N4 3.62 3.71 -1.23
H6 4.06 1.22 0.69
H7 4.39 2.85 0.92
H8 3.23 0.38 -1.45
H9 1.78 3.28 -4.01
H10 2.87 5.04 -2.61

Values from the calculation:
2S+1 ... 1
LUMO level ... 0.066 hartree
Net charge ... -1

natural (NBO) population analysis, charges in e, atoms 1 to 6: Cs 0.89; O -0.73; C 0.76; O -0.58; C 0.10; C -0.18

[9]
Here is a cluster of 2 separate species, C11H10F2O in total at a distorted geometry from the OMol25 dataset. Energies are from ωB97M-V with the def2-TZVPD basis set.

Atoms and positions in Å:
C1 -1.84 1.48 1.92
C2 -1.52 0.32 1.85
C3 -0.82 -1.28 -2.72
C4 -0.08 -2.33 -2.22
C5 -0.71 -0.02 -2.16
C6 0.80 -2.13 -1.18
C7 0.16 0.20 -1.10
C8 0.94 -0.86 -0.62
C9 -2.22 2.87 1.95
C10 2.38 0.47 0.94
C11 1.89 -0.69 0.49
O1 2.28 -1.85 1.09
F1 2.15 1.69 0.47
F2 3.25 0.52 1.97
H1 -1.50 -1.44 -3.55
H2 -0.18 -3.32 -2.65
H3 -1.30 0.80 -2.53
H4 1.37 -2.94 -0.77
H5 0.22 1.17 -0.65
H6 -2.10 3.31 0.95
H7 -1.58 3.41 2.65
H8 -3.25 2.97 2.26
H9 -1.25 -0.69 1.83
H10 2.91 -1.67 1.80

Values from the calculation:
2S+1 ... 1
LUMO level ... 0.027 hartree
Net charge ... 0

natural (NBO) population analysis, charges in e, atoms 1 to 6: C 0.01; C -0.27; C -0.21; C -0.21; C -0.21; C -0.21

| no. | DFT total energy (eV) |
| --- | --- |
| 1 | -29093.4234 |
| 2 | -33555.7554 |
| 3 | -16095.2292 |
| 4 | -275389.4651 |
| 5 | -11566.8587 |
| 6 | -11561.1765 |
| 7 | -109746.7600 |
| 8 | -55445.8195 |
| 9 | -19048.8952 |